Computed, not measured: a molecular structure, C26H48Cl2N2O3PYb, with ωB97M-V with the def2-TZVPD basis set.

The value obtained for the largest force on an atom is 4.93 eV/A. The expectation value of S² is 0.7510. For the HOMO energy (spin up / spin down), the calculation gives -6.16 / -6.15 eV. As for the LUMO energy (spin up / spin down): 0.016 / 0.016 Eh. For the total energy, the calculation gives -102729.3961 eV. Its spin multiplicity is 2. The frontier orbital gap (spin up / spin down) comes out at 6.58 / 6.58 eV.

```
83
Properties=species:S:1:pos:R:3:lowdin_charge:R:1
O 2.17886 1.19060 -4.22978 -0.06
C 1.98698 1.41162 -5.41564 -0.21
C 2.06147 2.76254 -6.06069 -0.19
C 2.34660 3.88607 -5.27174 -0.02
H 2.51697 3.76147 -4.20141 0.12
C 2.40853 5.15147 -5.85788 -0.08
H 2.62771 6.02352 -5.23977 0.10
C 2.18833 5.29644 -7.23644 -0.08
H 2.23266 6.28606 -7.69349 0.10
C 1.91497 4.17074 -8.02879 -0.08
H 1.74812 4.28199 -9.10200 0.10
C 1.85701 2.90742 -7.43865 -0.05
H 1.65152 2.01637 -8.03291 0.11
H 1.75080 0.58389 -6.12474 0.12
C -3.34872 0.89950 -2.27106 -0.22
C -3.42105 0.05242 -1.10223 -0.39
H -4.34404 1.08200 -2.70977 0.06
H -2.70237 0.44940 -3.04622 0.06
H -2.91071 1.88534 -2.02069 0.02
C -4.18337 -0.75479 -0.42843 -0.28
C -5.64603 -1.00195 -0.70007 -0.12
H -3.80315 -1.34698 0.40511 0.06
H -5.99225 -0.39141 -1.54420 0.06
H -6.26413 -0.75584 0.17293 0.06
H -5.81537 -2.05629 -0.94794 0.06
Yb -1.11252 0.38558 -0.35342 1.13
Cl -1.64097 2.84436 0.27003 -0.10
Cl 0.36410 -0.07596 -2.42499 -0.05
C -2.88034 0.60561 2.27787 -0.33
O -1.90606 -0.09142 1.88134 -0.19
N -3.58725 0.34435 3.37465 -0.17
C -3.26075 -0.76441 4.26806 -0.02
C -4.71169 1.18339 3.76478 -0.03
H -3.20091 1.48546 1.68881 0.07
H -2.43957 -1.36106 3.85946 0.08
H -4.14863 -1.39614 4.40097 0.09
H -2.98283 -0.37176 5.25611 0.09
H -4.85829 1.94944 2.99458 0.10
H -4.49936 1.66620 4.72970 0.09
H -5.61852 0.56836 3.85757 0.10
H -0.72002 -5.43559 0.63255 0.09
H 1.66056 -5.19490 -0.39892 0.09
C -1.07817 -4.80406 -0.19131 -0.02
C 1.19539 -4.56725 -1.17589 -0.04
N -0.00465 -3.92484 -0.64084 -0.18
H -1.93688 -4.21194 0.13643 0.09
C -0.14306 -2.59995 -0.63235 -0.38
O -1.10189 -1.98888 -0.10731 -0.16
H 1.90807 -3.79285 -1.49167 0.09
H 0.66749 -2.03637 -1.13626 0.03
H -1.36855 -5.46640 -1.01695 0.09
H 0.93375 -5.19433 -2.04066 0.10
C 2.00775 -2.90732 2.01019 -0.12
C 1.21626 -1.75713 2.64483 -0.52
C 1.54550 -1.67350 4.13372 -0.12
P 1.30746 -0.17140 1.63366 1.05
C 0.83360 1.40302 2.55447 -0.57
C 0.90446 1.38449 4.07630 -0.12
C 1.47728 2.66960 1.96810 -0.14
C 3.04680 0.09592 1.08062 -0.56
C 4.02077 0.05789 2.25470 -0.12
C 3.46408 -0.82129 -0.08059 -0.12
H 3.09074 -2.80185 2.16731 0.07
H 1.79798 -3.02559 0.94161 0.03
H 1.70584 -3.84990 2.49068 0.09
H 0.13693 -1.99217 2.54849 0.09
H 2.51399 -1.18826 4.31413 0.07
H 0.76736 -1.15564 4.70417 0.05
H 1.61354 -2.69522 4.53568 0.08
H -0.24167 1.47006 2.29398 0.02
H 1.89447 1.10291 4.45597 0.07
H 0.68182 2.39458 4.44493 0.08
H 0.14788 0.71397 4.49975 0.06
H 0.99720 3.53089 2.44996 0.08
H 2.55645 2.72538 2.15908 0.07
H 1.27916 2.76475 0.89270 0.05
H 3.03784 1.12356 0.67426 0.10
H 4.09265 -0.94125 2.70352 0.06
H 5.02069 0.32192 1.88223 0.08
H 3.76186 0.78887 3.03386 0.07
H 2.76824 -0.72200 -0.92610 0.04
H 4.46446 -0.51855 -0.42195 0.08
H 3.52085 -1.87298 0.22392 0.05
```